ORCA calculation (wB97M-V/def2-TZVPD) on 2 unconnected molecules or ions with the total composition C4H6O2 at a distorted geometry.

Output
2S+1 ... 1
Charge ... 0
Energy relative to the best compared isomer or geometry (same formula, charge and spin) ... 603.0 kJ/mol
Electronic energy ... -8334.211 eV
LUMO level (spin up / spin down) ... -0.11 / -0.11 eV

Bonds (Å) are listed after each position.
Element x y z (Å)
1 O -0.042 0.066 -1.740  C2 1.369, H7 0.970
2 C -0.350 0.212 -0.414  O1 1.369, C3 1.569, C4 1.544, C5 1.365
3 C 0.240 1.387 0.444  C2 1.569, C4 1.443, H8 1.082, H9 1.092
4 C 0.720 0.048 0.688  C2 1.544, C3 1.443, H10 1.103
5 C -1.463 -0.412 0.070  C2 1.365, O6 1.153
6 O -2.478 -0.723 0.520  C5 1.153
7 H 0.806 -0.405 -1.719  O1 0.970
8 H -0.296 1.941 1.203  C3 1.082
9 H 0.748 2.008 -0.297  C3 1.092
10 H 0.318 -0.376 1.623  C4 1.103
11 H 1.160 -1.613 -0.073  H12 0.774
12 H 0.636 -2.133 -0.306  H11 0.774